{
  "formula": "C48H67N5O28S3",
  "method": "the ωB97M-V functional and the def2-TZVPD basis",
  "homo_ev": -9.981,
  "orbital_gap_ev": 8.931,
  "smiles": "O=[N+]([O-])c1ccccc1.O=[N+]([O-])c1ccccc1.O=[N+]([O-])c1ccccc1.O=[N+]([O-])c1ccccc1.O=[N+]([O-])c1ccccc1.CCOS(C)(=O)=O.CCOS(C)(=O)=O.CCOS(C)(=O)=O.COC(=O)OC.COC(=O)OC.COC(=O)OC",
  "energy_ha": -5443.754909,
  "symbols": ["O", "N", "O", "C", "C", "C", "C", "C", "C", "H", "H", "H", "H", "H", "O", "N", "O", "C", "C", "C", "C", "C", "C", "H", "H", "H", "H", "H", "O", "N", "O", "C", "C", "C", "C", "C", "C", "H", "H", "H", "H", "H", "O", "N", "O", "C", "C", "C", "C", "C", "C", "H", "H", "H", "H", "H", "O", "N", "O", "C", "C", "C", "C", "C", "C", "H", "H", "H", "H", "H", "C", "C", "O", "S", "C", "O", "O", "H", "H", "H", "H", "H", "H", "H", "H", "C", "C", "O", "S", "C", "O", "O", "H", "H", "H", "H", "H", "H", "H", "H", "C", "C", "O", "S", "C", "O", "O", "H", "H", "H", "H", "H", "H", "H", "H", "C", "O", "C", "O", "O", "C", "H", "H", "H", "H", "H", "H", "C", "O", "C", "O", "O", "C", "H", "H", "H", "H", "H", "H", "C", "O", "C", "O", "O", "C", "H", "H", "H", "H", "H", "H"],
  "xyz": [[-2.635, -4.294, -6.010], [-2.613, -3.796, -4.901], [-3.099, -4.305, -3.921], [-1.922, -2.496, -4.818], [-1.418, -1.850, -5.929], [-0.627, -0.713, -5.826], [-0.336, -0.194, -4.554], [-1.026, -0.722, -3.465], [-1.765, -1.900, -3.601], [-1.555, -2.296, -6.906], [-0.212, -0.275, -6.721], [0.299, 0.664, -4.381], [-0.861, -0.413, -2.444], [-1.965, -2.409, -2.669], [8.583, -0.408, 5.580], [7.857, -0.001, 4.694], [7.820, 1.139, 4.287], [6.975, -1.002, 4.072], [7.177, -2.363, 4.287], [6.338, -3.327, 3.717], [5.356, -2.845, 2.870], [5.161, -1.494, 2.534], [5.956, -0.605, 3.212], [7.911, -2.632, 5.037], [6.410, -4.371, 3.977], [4.561, -3.515, 2.553], [4.360, -1.203, 1.876], [5.978, 0.451, 2.952], [6.198, -1.289, -0.162], [6.620, -0.156, -0.164], [7.791, 0.104, -0.001], [5.665, 0.934, -0.313], [6.151, 2.212, -0.550], [5.209, 3.184, -0.854], [3.840, 2.934, -0.900], [3.371, 1.652, -0.653], [4.318, 0.659, -0.421], [7.209, 2.411, -0.469], [5.544, 4.184, -1.102], [3.161, 3.732, -1.171], [2.334, 1.359, -0.598], [4.036, -0.373, -0.260], [-0.727, -3.553, 3.296], [0.332, -3.044, 3.595], [0.608, -1.895, 3.330], [1.357, -3.892, 4.181], [2.360, -3.317, 4.983], [3.265, -4.163, 5.586], [3.233, -5.545, 5.397], [2.258, -6.043, 4.561], [1.314, -5.246, 3.926], [2.458, -2.247, 5.091], [4.122, -3.777, 6.126], [3.857, -6.299, 5.855], [2.248, -7.123, 4.468], [0.578, -5.691, 3.273], [2.077, -0.364, 1.341], [1.485, 0.611, 1.747], [1.891, 1.368, 2.610], [0.201, 1.000, 1.167], [-0.084, 2.357, 1.015], [-1.182, 2.761, 0.288], [-1.965, 1.752, -0.314], [-1.700, 0.408, -0.078], [-0.557, -0.006, 0.593], [0.419, 3.164, 1.532], [-1.442, 3.804, 0.173], [-2.846, 1.967, -0.906], [-2.311, -0.383, -0.499], [-0.315, -1.053, 0.684], [-3.188, -5.708, 2.738], [-3.963, -4.527, 2.221], [-3.852, -3.526, 3.258], [-4.558, -2.099, 3.044], [-3.131, -1.226, 2.296], [-5.570, -2.273, 2.024], [-4.790, -1.553, 4.353], [-3.326, -5.997, 3.778], [-2.119, -5.495, 2.672], [-3.369, -6.567, 2.087], [-3.493, -4.088, 1.337], [-5.007, -4.745, 2.000], [-2.761, -1.746, 1.412], [-2.285, -1.246, 2.985], [-3.310, -0.176, 2.069], [-1.329, -7.023, -2.641], [-1.336, -6.019, -1.477], [-0.270, -5.077, -1.733], [-0.239, -3.748, -0.777], [1.134, -4.243, 0.237], [0.334, -2.698, -1.571], [-1.448, -3.689, 0.035], [-0.295, -7.353, -2.763], [-1.527, -6.430, -3.535], [-2.042, -7.839, -2.615], [-2.221, -5.403, -1.651], [-1.382, -6.452, -0.478], [2.004, -4.112, -0.396], [0.801, -5.242, 0.526], [1.229, -3.690, 1.169], [2.283, 4.726, 3.448], [2.813, 4.939, 2.034], [2.611, 6.316, 1.685], [1.207, 6.752, 1.058], [1.703, 6.519, -0.714], [0.179, 5.784, 1.345], [0.987, 8.154, 1.290], [1.217, 4.833, 3.648], [2.773, 5.367, 4.187], [2.534, 3.753, 3.883], [3.887, 4.812, 2.170], [2.447, 4.323, 1.215], [2.722, 6.169, -0.828], [1.559, 7.509, -1.144], [0.958, 5.883, -1.188], [-4.120, 5.618, -2.196], [-3.218, 5.537, -1.059], [-3.675, 6.084, 0.050], [-4.767, 6.567, 0.210], [-2.676, 6.156, 0.921], [-2.939, 6.780, 2.190], [-4.442, 6.638, -2.394], [-4.999, 5.025, -1.960], [-3.524, 5.271, -3.032], [-2.259, 6.330, 2.907], [-3.950, 6.483, 2.468], [-2.839, 7.856, 2.090], [-0.116, 5.400, -6.171], [-0.504, 4.317, -5.366], [-1.787, 4.153, -5.070], [-2.665, 4.865, -5.481], [-1.896, 3.166, -4.222], [-3.093, 2.431, -4.095], [0.838, 5.788, -5.814], [-0.899, 6.159, -6.170], [0.092, 5.185, -7.224], [-3.042, 1.783, -3.229], [-3.292, 1.902, -5.032], [-4.023, 3.001, -4.009], [-5.784, -1.177, -4.957], [-5.551, -1.601, -3.589], [-5.562, -0.659, -2.659], [-5.529, 0.534, -2.868], [-5.509, -1.229, -1.469], [-5.567, -0.360, -0.356], [-5.022, -1.642, -5.580], [-5.821, -0.117, -5.180], [-6.739, -1.677, -5.124], [-6.437, 0.298, -0.404], [-4.692, 0.293, -0.300], [-5.650, -0.928, 0.568]],
  "atomic_forces_ev_per_a": [[-0.1, -0.2, -0.2], [0.4, 0.2, -1.1], [0.0, 0.2, 0.6], [-0.2, 0.5, 0.5], [0.3, -0.4, -1.3], [0.1, -0.2, 0.8], [-1.3, 0.2, 0.1], [0.5, -0.8, -0.3], [0.7, 0.2, 1.3], [-0.1, 0.0, 0.0], [0.1, 0.0, 0.0], [0.1, 0.0, -0.3], [0.2, 0.4, -0.1], [-0.8, -0.1, -0.2], [0.1, 0.2, 0.1], [0.0, -0.5, 0.0], [-0.1, 0.1, 0.0], [-0.8, -1.3, -0.9], [0.3, 0.0, 1.2], [0.1, 1.7, -0.1], [-1.5, -0.3, -0.4], [0.5, -1.3, 1.4], [1.2, 1.8, -0.8], [0.2, -0.1, -0.2], [0.1, 0.0, 0.0], [0.4, -0.3, -0.3], [0.0, 0.1, 0.0], [-0.5, 0.0, 0.2], [-0.6, -0.5, -0.3], [0.3, -0.5, 0.6], [0.3, 0.6, -0.1], [-0.1, 0.9, -1.0], [-0.5, 0.0, 0.3], [0.3, 0.6, -0.2], [0.0, -0.3, -0.1], [0.8, -0.3, 0.2], [-0.1, -0.8, 0.5], [0.0, 0.1, -0.1], [0.1, 0.0, 0.1], [0.0, 0.0, 0.1], [-0.1, 0.3, -0.3], [-0.3, 0.1, -0.1], [-0.3, -0.4, 0.2], [-0.2, 0.0, -0.9], [0.4, 0.6, 0.4], [0.7, 0.2, 0.7], [-0.4, -0.4, -0.5], [1.3, -0.4, 0.2], [-1.0, 0.4, -0.4], [-0.1, -0.9, -0.1], [0.2, -0.3, 0.3], [-0.2, 0.0, 0.0], [-0.3, 0.3, 0.2], [0.5, 0.5, 0.3], [-0.3, 0.1, -0.4], [-0.2, 0.2, 0.1], [-0.2, -0.3, -0.1], [-0.1, 1.1, 0.9], [0.5, -0.2, 0.1], [0.3, -0.5, -1.1], [-0.3, 0.5, 0.7], [-0.8, -1.3, -0.9], [-0.2, 0.0, 0.6], [0.4, -0.3, -0.6], [-0.3, 0.8, 0.2], [0.6, -0.4, 0.0], [0.1, 0.1, 0.0], [0.0, 0.3, 0.0], [-0.2, 0.2, -0.1], [0.2, 0.0, 0.1], [1.0, -0.5, -0.6], [0.2, 0.4, 0.2], [-0.9, 0.8, 0.6], [1.9, -0.1, -0.7], [0.1, -0.2, 0.4], [0.2, 0.2, 1.2], [-0.3, -0.4, -1.0], [-0.7, 0.2, 0.0], [0.0, 0.1, -0.1], [-0.1, -0.1, 0.1], [-0.1, -0.4, -0.1], [0.0, 0.1, 0.2], [-0.5, -0.2, -0.1], [-0.3, -0.2, 0.3], [-0.5, -0.1, 0.0], [1.3, 1.1, -0.1], [-1.9, 0.2, -1.5], [0.1, 1.0, 1.0], [1.4, -1.1, 0.8], [-1.2, -0.4, 0.6], [-1.4, 0.1, 0.0], [1.0, 0.5, -1.4], [-0.2, -0.6, 0.0], [-0.2, -0.1, -0.1], [0.0, 0.0, 0.5], [-0.3, -0.4, 0.6], [0.6, 0.1, 0.1], [0.2, -0.6, 0.1], [0.9, -0.3, -0.1], [-0.2, 0.5, -0.3], [-0.3, -0.9, 1.2], [0.0, 0.0, 1.5], [-0.4, 1.1, 0.3], [0.6, -0.4, -2.1], [-1.3, 0.8, 0.6], [0.6, 0.3, 0.4], [0.4, -1.1, 0.2], [-0.1, 0.2, -0.7], [0.1, 0.5, -0.6], [0.0, -0.3, -0.7], [0.1, 0.1, -0.7], [-0.1, -0.3, 0.4], [0.0, 0.0, 0.2], [0.3, 0.0, -0.1], [0.2, -0.3, 0.1], [0.3, 0.0, 0.5], [0.0, -0.2, -0.8], [-0.1, 1.5, 0.5], [-0.3, -0.3, -0.1], [0.7, -0.5, 0.1], [-0.8, -0.8, -0.4], [0.1, 0.1, 0.2], [0.0, -0.2, -0.4], [-0.3, -0.3, -0.1], [0.3, 0.3, -0.2], [-0.1, 0.4, 0.2], [0.0, 0.0, 0.2], [0.1, 1.3, -0.6], [0.9, -1.0, 0.1], [-0.3, 1.3, -0.6], [-0.5, -0.2, -0.1], [0.7, -0.8, 0.9], [-1.7, 0.0, -0.8], [-0.2, 0.0, 0.5], [0.2, 0.1, 0.2], [-0.4, -0.8, 0.1], [0.4, -0.1, -0.2], [0.4, -0.5, 0.2], [0.5, 0.7, 0.4], [-0.5, -1.3, 0.1], [0.2, 0.4, -0.2], [0.8, 0.8, -0.2], [-0.2, -0.1, 0.1], [-0.2, -0.7, 0.1], [-0.3, 1.1, 0.8], [0.1, 0.0, 0.1], [0.0, 0.1, 0.7], [0.0, 0.4, -0.7], [0.0, -0.1, -0.2], [0.1, -0.1, -0.2], [0.1, -0.3, -0.6]]
}